[1]
{
  "formula": "C40H39BrI2N2O3PTi",
  "method": "ωB97M-V with the def2-TZVPD basis set",
  "total_charge": 1,
  "homo_energy_ha": [-0.3408, -0.3677],
  "e_above_lowest_kj_mol": 42.74,
  "max_force_ev_per_a": 2.05,
  "spin_multiplicity": 3,
  "s2": 2.018,
  "gap_ev": [6.1, 6.4],
  "energy_ha": -6242.96468,
  "elements": ["Ti", "C", "O", "C", "C", "O", "C", "C", "O", "C", "H", "H", "H", "H", "H", "H", "H", "H", "H", "H", "H", "H", "H", "H", "I", "C", "C", "C", "C", "C", "C", "C", "C", "C", "P", "C", "C", "C", "C", "C", "C", "C", "C", "C", "C", "C", "C", "C", "H", "H", "H", "H", "H", "H", "H", "H", "H", "H", "H", "H", "H", "H", "H", "H", "Br", "C", "C", "C", "C", "C", "C", "N", "C", "C", "C", "C", "C", "C", "N", "H", "H", "H", "H", "H", "H", "H", "H", "H", "I"],
  "coordinates": [[-1.58, -0.34, 0.60], [-4.95, 0.31, 1.31], [-4.05, -0.47, 0.52], [-4.70, -1.56, -0.11], [-3.75, -2.18, -1.10], [-2.46, -2.22, -0.51], [-1.47, -2.85, -1.33], [-0.37, -3.30, -0.43], [0.01, -2.21, 0.42], [0.95, -2.67, 1.40], [-5.74, 0.71, 0.68], [-4.38, 1.13, 1.73], [-5.38, -0.30, 2.11], [-5.59, -1.21, -0.64], [-5.02, -2.29, 0.65], [-3.71, -1.59, -2.02], [-4.08, -3.19, -1.34], [-1.12, -2.14, -2.08], [-1.89, -3.72, -1.84], [0.48, -3.63, -1.02], [-0.71, -4.13, 0.20], [1.89, -2.94, 0.91], [0.55, -3.55, 1.91], [1.12, -1.88, 2.11], [1.27, 0.84, 2.01], [3.24, 0.17, 1.62], [3.88, -0.17, 2.78], [5.24, -0.53, 2.78], [5.93, -0.47, 1.60], [5.28, -0.10, 0.39], [6.07, 0.01, -0.78], [5.50, 0.34, -1.97], [4.10, 0.50, -2.03], [3.28, 0.39, -0.93], [1.45, 0.46, -1.29], [1.47, 2.06, -2.20], [1.85, 3.16, -1.43], [1.87, 4.44, -1.97], [1.51, 4.64, -3.30], [1.17, 3.55, -4.08], [1.15, 2.27, -3.54], [1.30, -0.88, -2.55], [0.27, -0.88, -3.48], [0.09, -1.95, -4.35], [0.92, -3.06, -4.27], [1.92, -3.10, -3.31], [2.11, -2.02, -2.45], [3.88, 0.16, 0.35], [3.35, -0.13, 3.72], [5.73, -0.80, 3.70], [6.99, -0.69, 1.57], [7.14, -0.17, -0.70], [6.10, 0.46, -2.86], [3.66, 0.71, -3.00], [2.17, 3.02, -0.40], [2.17, 5.28, -1.35], [1.51, 5.64, -3.72], [0.92, 3.69, -5.12], [0.90, 1.44, -4.18], [-0.41, -0.04, -3.54], [-0.71, -1.92, -5.08], [0.78, -3.90, -4.95], [2.57, -3.96, -3.24], [2.90, -2.07, -1.72], [-1.90, 7.28, 1.19], [-1.94, 5.40, 1.34], [-2.82, 4.80, 2.23], [-2.81, 3.42, 2.37], [-1.93, 2.64, 1.64], [-1.10, 3.25, 0.70], [-1.10, 4.63, 0.56], [-1.84, 1.23, 1.85], [-1.99, 0.81, 3.11], [-2.13, -0.57, 3.38], [-2.42, -1.06, 4.67], [-2.70, -2.38, 4.84], [-2.69, -3.23, 3.71], [-2.36, -2.71, 2.49], [-2.04, -1.40, 2.31], [-3.52, 5.40, 2.80], [-3.52, 2.96, 3.05], [-0.46, 2.65, 0.07], [-0.44, 5.10, -0.15], [-2.02, 1.51, 3.93], [-2.44, -0.36, 5.50], [-2.93, -2.78, 5.82], [-2.93, -4.28, 3.80], [-2.34, -3.33, 1.62], [-2.19, 0.94, -1.72]],
  "mulliken_spin": [1.318, 0.008, -0.026, 0.003, -0.005, 0.025, 0.013, 0.004, -0.022, 0.008, 0.001, -0.005, -0.002, 0.001, 0.001, 0.003, 0.000, -0.008, -0.001, 0.000, 0.000, 0.001, -0.001, -0.006, 0.014, 0.003, -0.004, 0.000, 0.001, 0.000, 0.000, 0.000, 0.000, 0.003, -0.060, 0.002, -0.005, 0.000, 0.000, -0.001, -0.001, -0.006, 0.005, -0.002, 0.000, 0.000, 0.001, 0.006, 0.000, 0.000, 0.000, 0.000, 0.000, 0.000, -0.001, 0.000, 0.000, 0.000, 0.000, 0.004, 0.000, 0.000, 0.000, 0.000, 0.001, 0.009, 0.000, 0.019, -0.018, 0.007, -0.012, 0.060, 0.286, 0.063, 0.057, 0.044, 0.074, 0.024, 0.053, 0.000, 0.014, 0.033, -0.001, 0.017, -0.002, 0.002, 0.003, 0.017, -0.024]
}

---

[2]
{
  "formula": "CH4BClS",
  "method": "ωB97M-V with the def2-TZVPD basis set",
  "total_charge": 0,
  "homo_energy_ha": -0.3483,
  "e_above_lowest_kj_mol": 155.81,
  "max_force_ev_per_a": 3.70,
  "gap_ev": 8.7,
  "energy_ha": -923.67057,
  "elements": ["B", "C", "S", "Cl", "H", "H", "H", "H"],
  "coordinates": [[0.23, 1.14, 0.33], [0.94, -0.92, -0.32], [1.86, -0.41, 0.96], [0.87, 2.22, -0.83], [0.02, 1.49, 1.52], [-0.61, 0.37, -0.13], [0.17, -1.77, -0.39], [1.19, -0.75, -1.28]],
  "nbo_charge": [-0.072, -0.365, 0.141, -0.147, 0.036, 0.008, 0.217, 0.182]
}

---

[3]
{
  "formula": "C4H13NO4S",
  "method": "ωB97M-V with the def2-TZVPD basis set",
  "total_charge": 0,
  "homo_energy_ha": -0.3334,
  "e_above_lowest_kj_mol": 94.20,
  "max_force_ev_per_a": 1.82,
  "smiles": "O=C(O)NCCCS.O.O",
  "gap_ev": 9.5,
  "energy_ha": -914.12276,
  "elements": ["O", "C", "O", "N", "C", "C", "C", "S", "H", "H", "H", "H", "H", "H", "H", "H", "H", "O", "H", "H", "O", "H", "H"],
  "coordinates": [[0.04, 0.37, -3.02], [0.31, -0.39, -2.11], [0.56, -1.69, -2.38], [0.47, -0.05, -0.81], [0.69, -1.10, 0.22], [-0.64, -1.60, 0.87], [-0.95, -0.82, 2.13], [-2.52, 0.09, 2.15], [0.43, -1.84, -3.32], [0.04, 0.79, -0.46], [1.21, -0.49, 0.95], [1.20, -1.93, -0.26], [-1.42, -1.59, 0.11], [-0.57, -2.67, 1.09], [-0.95, -1.47, 3.02], [-0.19, -0.09, 2.40], [-2.63, 0.45, 0.86], [3.19, 1.81, -0.47], [3.06, 2.51, -1.10], [2.59, 1.12, -0.81], [0.59, 2.19, 0.81], [1.27, 2.43, 1.47], [0.05, 2.94, 0.49]],
  "nbo_charge": [-0.659, 0.873, -0.714, -0.660, -0.219, -0.441, -0.526, -0.041, 0.507, 0.433, 0.206, 0.233, 0.221, 0.220, 0.229, 0.213, 0.115, -0.949, 0.466, 0.480, -0.982, 0.504, 0.491]
}

---

[4]
{
  "formula": "C7H19ClFN2O8PSSb",
  "method": "ωB97M-V with the def2-TZVPD basis set",
  "total_charge": -1,
  "homo_energy_ha": -0.1994,
  "max_force_ev_per_a": 2.33,
  "gap_ev": 8.1,
  "energy_ha": -2529.33184,
  "elements": ["C", "C", "O", "C", "O", "Sb", "C", "C", "C", "Cl", "C", "O", "N", "O", "P", "N", "O", "O", "S", "O", "O", "F", "H", "H", "H", "H", "H", "H", "H", "H", "H", "H", "H", "H", "H", "H", "H", "H", "H", "H", "H"],
  "coordinates": [[2.43, 1.73, 0.07], [2.23, 0.94, -1.20], [2.84, 1.73, -2.25], [0.77, 0.77, -1.64], [-0.01, -0.28, -1.17], [-0.71, -0.73, 0.65], [-0.83, 1.34, 1.40], [-1.11, 2.56, 0.52], [-2.04, 2.45, -0.66], [-1.86, 3.99, -1.62], [1.27, -1.12, 1.60], [2.31, -1.55, 0.73], [3.12, -2.50, 1.30], [4.01, -2.78, 0.61], [-0.77, -3.12, -0.25], [0.49, -3.50, -1.08], [-1.03, -4.10, 1.01], [-2.06, -3.38, -1.20], [-3.24, -0.55, -0.06], [-3.85, 0.43, 0.79], [-3.44, -0.35, -1.46], [-4.03, -1.89, 0.40], [2.00, 2.72, -0.01], [3.49, 1.88, 0.19], [2.09, 1.24, 0.97], [2.80, 0.02, -1.21], [2.49, 2.63, -2.15], [0.89, 0.59, -2.71], [0.34, 1.78, -1.65], [-1.38, -1.25, 2.17], [0.12, 1.47, 1.89], [-1.55, 1.27, 2.19], [-0.18, 2.98, 0.16], [-1.50, 3.35, 1.15], [-1.75, 1.67, -1.35], [-3.08, 2.42, -0.42], [1.57, -0.29, 2.24], [1.07, -1.93, 2.29], [1.10, -2.70, -1.16], [-0.46, -3.81, 1.75], [-2.56, -4.14, -0.85]],
  "nbo_charge": [-0.635, 0.062, -0.724, -0.077, -0.896, 1.345, -0.746, -0.447, -0.331, -0.141, -0.486, -0.408, 0.359, -0.288, 1.818, -1.342, -1.000, -0.972, 1.946, -0.996, -0.951, -0.539, 0.193, 0.215, 0.208, 0.201, 0.452, 0.193, 0.142, -0.227, 0.211, 0.232, 0.205, 0.208, 0.232, 0.239, 0.180, 0.183, 0.383, 0.504, 0.497]
}

---

[5]
{
  "formula": "CH7NO2P2S",
  "method": "ωB97M-V with the def2-TZVPD basis set",
  "total_charge": 0,
  "homo_energy_ha": [-0.3183, -0.3136],
  "e_above_lowest_kj_mol": 274.98,
  "max_force_ev_per_a": 4.29,
  "gap_ev": [7.2, 7.0],
  "energy_ha": -1328.26867,
  "elements": ["C", "N", "O", "O", "P", "P", "S", "H", "H", "H", "H", "H", "H", "H"],
  "coordinates": [[1.52, -0.81, -1.06], [-1.21, 0.54, 0.74], [1.89, -0.19, 1.46], [1.58, 1.74, -0.01], [-1.86, 1.48, -0.43], [-1.62, -1.12, 1.12], [1.21, 0.38, 0.30], [0.87, -1.76, -1.09], [1.47, -0.41, -2.00], [2.62, -1.19, -0.87], [-1.17, 2.63, -0.50], [-1.48, 0.82, -1.59], [-0.92, -1.08, 2.28], [-2.90, -1.04, 1.67]],
  "nbo_charge": [-0.868, -1.139, -0.890, -0.879, 0.674, 0.500, 1.972, 0.269, 0.233, 0.270, -0.022, -0.067, -0.026, -0.026]
}